{"formula": "C30H55BCl14I2NO6", "method": "wB97M-V/def2-TZVPD", "symbols": ["C", "C", "C", "C", "C", "N", "O", "B", "C", "C", "I", "C", "C", "I", "O", "C", "C", "C", "C", "O", "C", "C", "O", "C", "O", "O", "H", "H", "H", "H", "H", "H", "H", "H", "H", "H", "H", "H", "H", "H", "H", "H", "H", "H", "H", "H", "H", "H", "H", "H", "H", "H", "H", "Cl", "C", "C", "Cl", "H", "H", "H", "H", "Cl", "C", "C", "Cl", "H", "H", "H", "H", "Cl", "C", "C", "Cl", "H", "H", "H", "H", "Cl", "C", "C", "Cl", "H", "H", "H", "H", "Cl", "C", "C", "Cl", "H", "H", "H", "H", "Cl", "C", "C", "Cl", "H", "H", "H", "H", "Cl", "C", "C", "Cl", "H", "H", "H", "H"], "coordinates": [[-0.008, -2.293, -4.742], [-0.215, -2.530, -3.453], [-0.552, -2.577, -1.872], [-0.586, -4.088, -1.297], [-0.086, -5.211, -2.372], [1.393, -5.169, -2.630], [0.723, -2.093, -1.309], [0.706, -0.643, -0.924], [1.367, 0.379, -2.024], [1.301, -0.710, 0.609], [0.349, 0.650, 2.034], [2.899, -0.511, 0.743], [3.418, 1.015, 0.574], [4.103, -1.772, -0.573], [-0.755, -0.352, -1.093], [-1.657, -1.488, -1.290], [-2.182, -1.766, 0.212], [-3.465, -0.897, 0.664], [-3.170, 0.662, 0.946], [-4.300, 1.523, 0.491], [-3.817, 2.809, 0.078], [-2.845, 3.751, 1.002], [-4.155, 3.336, -1.050], [-2.814, -0.980, -2.303], [-3.030, 0.481, -2.218], [-4.353, 0.704, -2.449], [0.147, -1.977, -5.843], [0.194, -4.136, -0.431], [-1.630, -4.444, -0.945], [-0.289, -6.236, -1.846], [-0.740, -5.218, -3.322], [1.485, -5.374, -3.652], [1.798, -4.235, -2.440], [2.475, 0.189, -2.273], [1.284, 1.455, -1.592], [0.735, 0.393, -3.006], [1.076, -1.789, 0.997], [3.174, -0.826, 1.832], [4.137, 1.029, -0.346], [4.075, 1.273, 1.486], [2.598, 1.784, 0.341], [-2.528, -2.884, 0.234], [-1.331, -1.713, 1.008], [-4.388, -1.012, -0.041], [-3.819, -1.349, 1.681], [-2.230, 1.081, 0.437], [-3.090, 0.825, 2.082], [-3.400, 4.727, 1.310], [-1.933, 4.087, 0.360], [-2.505, 3.125, 1.905], [-3.794, -1.562, -2.043], [-2.604, -1.199, -3.413], [-4.667, 0.123, -3.195], [1.928, -0.949, -5.478], [3.687, -1.220, -5.418], [4.464, 0.077, -5.295], [4.371, 1.059, -6.780], [3.975, -1.779, -6.311], [3.880, -1.851, -4.546], [5.522, -0.138, -5.124], [4.102, 0.686, -4.463], [1.202, -4.881, 3.110], [2.763, -4.318, 3.757], [2.589, -3.272, 4.843], [1.966, -1.734, 4.198], [3.358, -3.937, 2.924], [3.271, -5.195, 4.165], [3.554, -3.054, 5.305], [1.906, -3.614, 5.624], [-4.370, -1.090, 4.052], [-5.608, -2.340, 4.327], [-5.303, -3.188, 5.547], [-3.881, -4.233, 5.301], [-5.682, -2.948, 3.423], [-6.558, -1.819, 4.466], [-6.147, -3.848, 5.760], [-5.122, -2.572, 6.430], [-1.195, 5.285, 3.044], [-2.504, 5.685, 4.183], [-2.043, 6.631, 5.275], [-0.903, 5.853, 6.402], [-2.891, 4.751, 4.596], [-3.299, 6.154, 3.598], [-2.900, 6.958, 5.869], [-1.558, 7.518, 4.861], [6.623, 3.493, -4.851], [6.632, 4.782, -6.079], [7.554, 4.458, -7.240], [9.271, 4.494, -6.765], [6.916, 5.715, -5.589], [5.606, 4.883, -6.439], [7.430, 5.202, -8.031], [7.339, 3.474, -7.661], [-8.458, 1.759, -1.057], [-7.516, 2.466, -2.394], [-8.406, 3.002, -3.499], [-9.240, 1.700, -4.385], [-6.830, 1.702, -2.766], [-6.923, 3.278, -1.968], [-7.802, 3.545, -4.230], [-9.164, 3.685, -3.109], [4.918, -0.824, 8.045], [6.558, -1.145, 7.430], [6.656, -0.946, 5.930], [5.756, -2.190, 5.028], [6.836, -2.160, 7.720], [7.229, -0.449, 7.940], [7.699, -1.018, 5.613], [6.275, 0.033, 5.628]], "forces_ev_per_a": [[-2.57, -1.55, 6.68], [-0.50, 1.79, -6.39], [2.69, -0.32, 0.14], [0.19, -1.10, -0.92], [-0.83, -0.55, 1.50], [-0.92, 0.19, -1.19], [-1.28, -0.83, -0.72], [-1.48, -0.47, -1.63], [0.58, 1.35, -0.49], [1.69, -1.55, 0.31], [0.35, -0.23, -0.25], [-0.93, 1.48, 2.29], [1.14, -0.45, -1.15], [-0.44, -0.06, 0.46], [-1.65, -0.27, 0.00], [2.05, 2.41, 0.67], [-0.98, -1.85, -0.37], [-0.37, -0.01, 0.70], [0.50, 0.16, 0.47], [1.76, 2.25, -0.78], [-0.96, 2.26, -3.74], [-0.28, -1.18, -0.37], [0.90, -2.82, 5.36], [-0.10, -1.19, -0.07], [2.11, -2.47, 0.42], [-3.18, 0.03, -0.95], [-1.02, -1.41, 2.73], [-1.68, 0.27, -1.41], [1.65, 0.78, -0.51], [0.20, 1.69, -0.89], [1.09, 0.34, 1.34], [0.30, 0.54, 1.32], [-0.62, -0.59, -0.31], [-1.48, 0.36, 0.22], [0.24, -1.48, -0.76], [1.21, -0.21, 1.75], [0.31, 2.05, -0.38], [-0.28, 0.28, -2.18], [-1.31, 0.18, 1.65], [-1.29, -0.13, -1.35], [1.15, -1.30, 0.72], [0.35, 1.86, 0.16], [-1.42, 0.19, -1.75], [1.87, 0.37, 0.99], [0.71, 0.80, -2.02], [-1.27, -1.23, 0.70], [0.06, -0.31, -1.59], [0.74, -2.02, -0.55], [-1.70, -0.87, 1.15], [-0.42, 1.29, -1.33], [1.54, 1.27, -0.29], [0.14, 0.14, 1.65], [0.91, 0.62, 0.61], [2.15, 1.02, -0.33], [0.22, 0.23, -0.11], [0.15, -0.24, 0.39], [-0.04, 0.07, -0.15], [-0.04, 0.17, 0.07], [-0.08, 0.18, 0.02], [-0.11, 0.00, -0.07], [-0.07, -0.10, -0.18], [-0.03, 0.02, -0.05], [0.22, 0.07, 0.14], [0.10, -0.17, 0.13], [-0.03, -0.10, 0.06], [-0.17, 0.03, 0.07], [-0.08, 0.10, 0.03], [-0.30, -0.12, -0.12], [0.00, 0.02, -0.21], [-0.05, -0.02, 0.31], [-0.16, -0.06, 0.04], [-0.21, 0.07, 0.02], [0.02, 0.03, 0.01], [0.12, 0.06, 0.14], [0.11, -0.07, 0.06], [0.07, 0.08, -0.11], [0.06, -0.04, -0.20], [0.27, 0.25, 0.36], [-0.10, 0.04, 0.03], [-0.22, 0.11, -0.11], [0.03, 0.01, 0.00], [0.15, 0.12, -0.02], [0.10, 0.03, 0.09], [0.06, -0.11, -0.08], [0.00, -0.22, 0.01], [0.07, 0.05, 0.04], [-0.07, 0.09, -0.14], [-0.30, 0.03, -0.11], [0.05, -0.02, 0.01], [0.06, -0.19, -0.06], [0.13, -0.09, -0.03], [0.00, -0.03, 0.15], [0.05, 0.11, 0.19], [-0.08, -0.05, 0.00], [0.19, 0.19, -0.21], [0.20, 0.23, 0.20], [-0.10, -0.05, -0.05], [-0.12, 0.13, 0.12], [-0.02, -0.13, -0.07], [0.01, -0.13, 0.11], [0.06, -0.20, -0.02], [-0.02, -0.06, -0.02], [0.22, 0.00, -0.06], [0.18, 0.16, 0.09], [0.26, 0.12, -0.01], [-0.12, 0.12, -0.11], [-0.08, -0.02, -0.13], [-0.10, -0.04, 0.10], [-0.06, -0.20, 0.08]], "total_charge": -1, "total_energy_ha": -8744.97413, "homo_lumo_gap_ha": 0.2601}